No. 1
{"formula": "C49H34Cl8N5O4S2Y", "method": "ωB97M-V/def2-TZVPD", "symbols": ["Y", "Cl", "Cl", "Cl", "Cl", "Cl", "Cl", "Cl", "Cl", "S", "S", "O", "O", "O", "O", "N", "N", "N", "N", "N", "C", "C", "C", "C", "C", "C", "C", "C", "C", "C", "C", "C", "C", "C", "C", "C", "C", "C", "C", "C", "C", "C", "C", "C", "C", "C", "C", "C", "C", "C", "C", "C", "C", "C", "C", "C", "C", "C", "C", "C", "C", "C", "C", "C", "C", "C", "C", "C", "C", "H", "H", "H", "H", "H", "H", "H", "H", "H", "H", "H", "H", "H", "H", "H", "H", "H", "H", "H", "H", "H", "H", "H", "H", "H", "H", "H", "H", "H", "H", "H", "H", "H", "H"], "coordinates": [[0.475, 0.072, -0.336], [2.091, -0.577, -2.894], [3.547, -0.104, -5.674], [4.024, 2.834, -6.665], [2.965, 1.178, 9.817], [4.468, 1.453, 4.540], [3.041, 5.219, -4.899], [1.575, 4.657, -2.174], [0.903, 4.985, 6.413], [5.473, 2.341, 8.722], [-0.826, -3.026, 0.025], [-1.611, -1.798, 0.415], [1.277, 1.818, -1.601], [2.798, -1.250, 7.499], [1.000, -1.764, -0.194], [2.108, -0.205, 1.943], [-1.545, 1.831, -0.231], [-1.393, -0.244, -1.980], [2.239, -1.253, 3.887], [0.742, 2.386, 1.117], [0.992, -4.543, 1.412], [2.781, 3.597, -4.373], [-0.076, 4.475, 1.895], [1.287, 1.054, 6.929], [-4.325, -5.138, 0.512], [2.365, 1.008, -3.525], [4.395, 1.020, 8.887], [-3.360, -4.147, 0.620], [1.482, 3.349, 6.331], [6.531, 1.403, 7.756], [1.650, -0.270, 3.169], [3.045, -1.217, 1.855], [2.132, 3.361, -3.171], [3.224, 2.537, -5.166], [2.898, -0.702, 6.193], [-3.700, 2.450, -1.052], [2.433, 0.736, 6.205], [1.552, -5.071, 2.564], [-1.267, -1.327, -2.739], [-0.253, 3.267, 1.227], [3.075, 1.767, 5.532], [6.063, 0.142, 7.578], [-0.511, -3.218, 2.752], [-2.130, -4.314, -0.001], [-4.060, -6.294, -0.213], [-2.599, 3.823, 0.544], [-2.307, -1.825, -3.503], [-2.550, 0.411, -1.926], [3.011, 1.232, -4.727], [1.947, 2.717, 1.564], [-1.525, 2.939, 0.508], [4.816, -0.095, 8.229], [0.056, -3.747, 3.903], [1.178, 4.800, 2.387], [1.081, -4.679, 3.812], [-2.600, 1.604, -1.025], [-3.706, 3.565, -0.237], [-0.047, -3.633, 1.516], [1.892, 2.051, -2.702], [3.161, -1.844, 3.047], [2.040, -1.574, 5.280], [-3.645, -0.024, -2.664], [-1.870, -5.456, -0.740], [0.796, 2.345, 6.994], [4.051, -1.384, 8.152], [2.623, 3.076, 5.600], [2.227, 3.918, 2.190], [-3.518, -1.154, -3.457], [-2.832, -6.453, -0.840], [-4.535, 2.257, -1.707], [0.984, -1.466, 5.531], [3.929, -0.746, 5.834], [-1.316, -2.493, 2.795], [2.361, -5.788, 2.491], [-4.368, -1.511, -4.022], [2.711, 1.959, 1.409], [1.511, -5.106, 4.711], [3.534, -1.454, 0.926], [-0.295, -1.803, -2.697], [3.155, 3.865, 5.091], [0.787, 0.265, 7.476], [2.310, -2.618, 5.433], [-0.914, -5.565, -1.243], [-2.572, 4.711, 1.156], [-2.627, -7.347, -1.415], [-3.550, -3.231, 1.166], [-0.093, 2.577, 7.563], [6.574, -0.607, 6.989], [3.765, -2.674, 3.369], [-5.287, -5.012, 0.994], [3.236, 4.139, 2.510], [4.665, -2.130, 7.634], [-0.886, 5.178, 2.016], [-4.596, 0.482, -2.610], [-4.814, -7.067, -0.296], [1.370, -4.815, 0.434], [7.434, 1.839, 7.362], [-4.553, 4.238, -0.230], [3.820, -1.765, 9.147], [-2.167, -2.715, -4.099], [0.898, 0.379, 3.596], [-0.316, -3.444, 4.875], [1.329, 5.740, 2.899]], "total_energy_ha": -6978.7741, "gap_ev": 6.58, "spin_multiplicity": 1, "e_above_lowest_kcal_mol": 29.3, "charge": 0}

***

No. 2
{"formula": "C49H36BrFN2O4P2Ti", "method": "ωB97M-V/def2-TZVPD", "symbols": ["Br", "Ti", "P", "P", "F", "O", "O", "O", "O", "N", "N", "C", "C", "C", "C", "C", "C", "C", "C", "C", "C", "C", "C", "C", "C", "C", "C", "C", "C", "C", "C", "C", "C", "C", "C", "C", "C", "C", "C", "C", "C", "C", "C", "C", "C", "C", "C", "C", "C", "C", "C", "C", "C", "C", "C", "C", "C", "C", "C", "C", "H", "H", "H", "H", "H", "H", "H", "H", "H", "H", "H", "H", "H", "H", "H", "H", "H", "H", "H", "H", "H", "H", "H", "H", "H", "H", "H", "H", "H", "H", "H", "H", "H", "H", "H", "H"], "coordinates": [[-27.608, -4.202, 8.062], [-20.894, -4.577, 6.448], [-19.420, -8.633, 7.457], [-18.610, -3.172, 8.076], [-21.497, -3.586, 7.850], [-19.606, -3.616, 3.958], [-20.371, -5.911, 8.030], [-19.243, -5.478, 9.935], [-22.219, -3.619, 5.466], [-19.337, -6.157, 5.516], [-21.912, -6.152, 5.526], [-19.288, -8.439, 4.483], [-25.250, -5.143, 6.815], [-25.930, -3.997, 7.138], [-18.696, -2.115, 5.483], [-18.201, -6.118, 6.062], [-14.654, -4.177, 8.426], [-14.310, -3.922, 9.745], [-14.834, -9.178, 5.501], [-23.992, -5.036, 6.216], [-20.344, 0.076, 9.947], [-16.794, -7.758, 4.765], [-19.055, -7.648, 8.983], [-20.551, -0.372, 11.238], [-19.779, -2.565, 10.567], [-20.012, -9.437, 3.848], [-19.456, -2.085, 9.295], [-18.162, -1.941, 6.749], [-23.461, -3.726, 5.948], [-17.185, -7.208, 6.161], [-15.293, -3.441, 10.599], [-16.578, -3.198, 10.128], [-19.452, -10.357, 8.162], [-16.662, -9.436, 7.202], [-17.767, -8.632, 6.535], [-15.939, -3.955, 7.964], [-19.921, -7.248, 4.823], [-19.597, -6.212, 9.002], [-20.253, -10.616, 9.275], [-15.416, -8.345, 4.642], [-16.923, -3.429, 8.809], [-17.252, -0.886, 6.936], [-22.032, -8.122, 4.052], [-19.194, -12.762, 7.947], [-21.327, -7.144, 4.776], [-17.537, -0.150, 4.662], [-19.805, -0.776, 8.986], [-19.922, -12.998, 9.104], [-19.608, -3.294, 5.128], [-15.424, -9.638, 6.754], [-18.395, -1.190, 4.441], [-17.909, -8.805, 4.964], [-20.311, -1.702, 11.528], [-23.243, -6.195, 5.830], [-24.258, -2.598, 6.192], [-21.369, -9.245, 3.573], [-18.936, -11.470, 7.498], [-20.447, -11.901, 9.761], [-16.970, 0.004, 5.929], [-25.475, -2.725, 6.821], [-16.874, -9.771, 8.210], [-20.596, 1.075, 9.672], [-17.322, 0.546, 3.851], [-13.833, -9.524, 5.255], [-15.057, -3.214, 11.639], [-18.782, -13.592, 7.379], [-13.914, -4.540, 7.730], [-23.723, -7.135, 6.062], [-19.620, -3.606, 10.781], [-25.694, -6.102, 7.060], [-16.267, 0.813, 6.112], [-17.311, -2.767, 10.801], [-16.805, -0.771, 7.920], [-21.077, -12.068, 10.640], [-14.757, -10.236, 7.368], [-16.341, -6.887, 6.798], [-17.999, -7.650, 9.272], [-23.833, -1.646, 5.939], [-19.558, -8.180, 9.814], [-20.549, -2.096, 12.508], [-26.048, -1.836, 7.064], [-20.988, 0.280, 11.994], [-17.930, -5.211, 6.572], [-20.757, -9.792, 9.762], [-18.845, -1.361, 3.475], [-16.159, -4.164, 6.940], [-18.303, -11.341, 6.620], [-16.960, -7.057, 3.936], [-19.494, -10.341, 3.556], [-17.678, -9.797, 4.589], [-19.685, -0.388, 7.985], [-20.084, -14.007, 9.483], [-21.955, -9.993, 3.013], [-23.093, -8.003, 3.888], [-14.893, -8.084, 3.715], [-13.287, -4.061, 10.069]], "s_squared": 0.78, "total_energy_ha": -6505.5002, "gap_ev": [5.30, 7.37], "spin_multiplicity": 2, "e_above_lowest_kcal_mol": 60.5, "charge": -1}